Below is a 16-piece molecular cluster, C79H182N22O16 overall at a distorted geometry, with properties calculated with ωB97M-V with the def2-TZVPD basis set.

Geometry as XYZ:
```
299
Properties=species:S:1:pos:R:3:lowdin_charge:R:1
C 23.63538 9.65564 22.10526 -0.68
O 24.82125 9.40986 21.91742 0.01
N 23.10810 9.64028 23.39533 0.14
N 22.76437 10.22724 21.24565 0.16
H 23.46191 9.00604 24.11312 0.10
H 22.11169 9.63326 23.45155 0.05
H 23.09971 10.26142 20.28161 0.12
H 21.79474 10.29880 21.44362 0.05
C 13.79334 15.04591 23.77665 -0.61
O 14.28043 16.11524 24.21505 -0.04
N 13.59557 13.99762 24.66616 0.21
N 13.26558 14.91235 22.56773 0.19
H 14.23666 13.95720 25.37154 0.03
H 13.37193 13.10952 24.23749 0.08
H 13.18192 13.92022 22.25642 0.08
H 13.55568 15.61083 21.84459 0.09
C 13.87567 14.46239 18.10920 -0.65
O 14.65100 15.07611 17.37565 -0.01
N 13.30996 15.09716 19.14438 0.19
N 13.64129 13.08588 17.97578 0.17
H 13.35363 16.11105 19.28245 0.08
H 12.66548 14.58533 19.75572 0.11
H 12.88890 12.62416 18.48167 0.11
H 13.60226 12.87465 16.96738 0.07
C 19.56660 11.49454 22.15842 -0.68
O 20.15228 10.61463 22.74128 0.02
N 18.63048 11.28841 21.21491 0.15
N 19.75795 12.81068 22.44545 0.19
H 18.53598 12.03645 20.64117 0.01
H 18.71441 10.35539 20.70633 0.14
H 19.23515 13.55828 21.96160 0.06
H 20.64087 13.07574 22.94762 0.10
C 14.73371 11.32441 22.17814 -0.59
O 13.61684 11.98342 22.09817 -0.09
N 15.88461 11.76447 21.60537 0.15
N 14.87077 10.14340 22.82607 0.17
H 16.84541 11.43573 21.80665 0.07
H 15.99713 12.61340 21.03329 0.08
H 14.06118 9.81134 23.29721 0.10
H 15.64180 9.53069 22.65323 0.11
C 13.15479 18.35387 21.39211 -0.64
O 13.61974 17.38013 20.76051 -0.07
N 13.22978 18.38833 22.73037 0.19
N 12.82744 19.45127 20.68021 0.17
H 12.97240 19.20213 23.25155 0.10
H 13.47617 17.53341 23.32325 0.10
H 12.42188 20.32256 21.10262 0.14
H 12.63848 19.33826 19.70821 0.09
C 17.19133 10.27918 18.17444 -0.64
O 18.15238 9.97702 18.81638 0.05
N 17.15316 10.05168 16.79691 0.15
N 15.97075 10.85063 18.51125 0.18
H 16.40066 10.51109 16.30002 0.04
H 17.98734 10.00836 16.28623 0.07
H 15.81748 11.01257 19.49985 0.06
H 15.27153 11.17274 17.86072 0.07
O 14.94286 18.18214 18.05948 -0.04
H 14.76308 17.41214 17.53128 0.00
H 14.75572 17.99057 18.98388 0.00
C 22.77972 16.36362 25.32134 -0.01
C 23.30914 16.68263 23.89137 -0.51
C 24.78592 17.10972 23.82168 -0.14
C 25.78599 15.96788 24.11530 -0.14
C 25.42624 14.81053 23.10302 -0.11
C 23.97074 14.37885 23.08929 -0.50
N 23.15147 15.62877 22.91896 -0.06
O 21.72925 15.26048 22.96339 -0.07
C 23.72779 13.56023 21.81411 -0.03
C 23.48613 13.59400 24.29123 -0.02
C 22.55857 17.91269 23.31390 -0.03
H 22.95818 17.11970 26.02704 0.07
H 23.24515 15.48193 25.77640 0.06
H 21.73286 16.05239 25.29976 0.06
H 24.92706 17.45090 22.80285 0.11
H 24.95253 18.03074 24.38913 0.12
H 25.71301 15.65977 25.12950 0.09
H 26.82979 16.25602 23.97665 0.10
H 25.97977 13.87199 23.16570 0.12
H 25.68328 15.26821 22.09829 0.14
H 22.66096 13.29918 21.78107 0.06
H 23.88907 14.13299 20.90512 0.08
H 24.37577 12.72688 21.76582 0.07
H 23.84804 12.58360 24.17034 0.08
H 23.89526 13.88607 25.23136 0.06
H 22.41196 13.50642 24.35780 0.08
H 21.47746 17.89938 23.65422 0.09
H 22.59288 17.88087 22.21180 0.09
H 22.96168 18.81622 23.69935 0.06
H 21.33179 15.69004 22.19607 0.05
C 22.26539 15.36401 15.44050 -0.02
C 21.39055 16.42059 14.74250 -0.54
C 22.28379 17.31410 14.00468 -0.18
C 21.59802 18.24092 13.02735 -0.16
C 20.91220 17.32042 12.03337 -0.14
C 19.88138 16.31090 12.56008 -0.45
N 20.58235 15.69012 13.77754 -0.08
O 19.65752 14.89058 14.50697 -0.06
C 18.53188 17.00307 12.91398 -0.02
C 19.67664 15.11392 11.57169 -0.02
C 20.58462 17.23617 15.77434 0.00
H 21.73534 14.54421 15.96733 0.07
H 22.92331 15.94633 16.09412 0.09
H 22.86533 14.89541 14.63628 0.09
H 22.95835 17.86913 14.58952 0.11
H 22.98657 16.77750 13.35956 0.13
H 22.30294 18.83273 12.50355 0.10
H 20.96018 18.95456 13.53866 0.11
H 21.67036 16.67467 11.59447 0.11
H 20.47017 17.91427 11.23887 0.12
H 17.81933 16.35652 13.41413 0.06
H 18.61359 17.85010 13.58770 0.06
H 18.01106 17.26181 11.94626 0.10
H 20.68594 14.61010 11.44803 0.10
H 19.08071 14.37482 12.10218 0.05
H 19.26692 15.39372 10.61006 0.08
H 21.11836 18.06510 16.28194 0.11
H 20.16742 16.50807 16.50652 0.05
H 19.74883 17.69502 15.31093 0.04
H 19.82764 13.95467 14.28996 0.11
C 18.41669 15.18314 17.62623 -0.02
C 19.09534 14.48906 18.81514 -0.45
C 20.30308 15.38469 19.24303 -0.12
C 19.97020 16.66789 20.02186 -0.15
C 18.99282 16.44949 21.15245 -0.14
C 17.74038 15.59894 20.76412 -0.45
N 18.23391 14.33979 20.04421 -0.04
O 17.04201 13.62622 19.64584 -0.07
C 17.14110 15.05763 22.07308 -0.02
C 16.73657 16.43203 19.98579 -0.03
C 19.72031 13.17084 18.36966 0.00
H 17.48134 14.76942 17.21190 0.07
H 19.14487 15.06402 16.82161 0.05
H 18.15251 16.20349 17.83266 0.07
H 20.98705 14.80545 19.89640 0.11
H 20.92219 15.63403 18.36550 0.11
H 19.33942 17.33738 19.31884 0.13
H 20.94111 17.04768 20.40924 0.11
H 18.52854 17.37306 21.40973 0.07
H 19.32589 15.99364 22.10461 0.11
H 17.73250 14.17993 22.47745 0.08
H 17.12720 15.90521 22.81460 0.09
H 16.12225 14.73319 22.02564 0.06
H 17.19142 17.21660 19.27794 0.10
H 16.09064 15.82192 19.35706 0.06
H 16.18206 17.03783 20.71853 0.08
H 20.19723 13.32321 17.45984 0.05
H 18.91738 12.41058 18.25747 0.08
H 20.43244 12.85515 19.08068 0.07
H 16.76196 13.95506 18.78632 0.06
C 13.01649 17.67765 14.22250 -0.05
C 11.60720 17.60812 14.70435 -0.51
C 10.60225 17.29523 13.53147 -0.09
C 9.10948 16.93871 13.97882 -0.18
C 9.21968 15.81738 14.94204 -0.16
C 10.10702 16.16758 16.19728 -0.47
N 11.48166 16.45163 15.62366 -0.07
O 12.36792 16.76366 16.68476 -0.06
C 9.54766 17.14155 17.17541 -0.04
C 10.27486 14.87965 17.05213 -0.04
C 11.37329 18.99501 15.39966 -0.04
H 13.38035 16.62214 14.19841 0.10
H 13.68335 18.29939 14.84832 0.08
H 13.13469 18.15398 13.21767 0.10
H 10.59786 18.18866 12.83814 0.13
H 10.87987 16.38400 13.10196 0.08
H 8.51922 16.73254 13.07675 0.11
H 8.64031 17.77796 14.55689 0.11
H 9.71510 14.98648 14.44625 0.11
H 8.26474 15.48711 15.34345 0.12
H 10.19805 17.25852 18.05130 0.09
H 9.46525 18.10722 16.72203 0.04
H 8.56407 16.72192 17.43053 0.10
H 10.98482 15.04079 17.85980 0.06
H 9.38272 14.50698 17.46904 0.07
H 10.71493 14.07309 16.47671 0.08
H 11.88440 19.73813 14.78700 0.08
H 11.75839 19.07888 16.41176 0.07
H 10.31243 19.35388 15.51384 0.08
H 13.17747 16.27862 16.51320 0.05
C 19.01031 14.58580 25.70978 -0.01
C 17.76642 14.83279 26.61112 -0.49
C 18.09326 14.83548 28.11460 -0.11
C 18.73805 16.15463 28.55734 -0.18
C 17.82480 17.27083 28.17441 -0.16
C 17.47795 17.31434 26.69307 -0.49
N 16.95208 15.96986 26.27740 -0.08
O 16.83966 15.95103 24.88775 -0.12
C 16.26906 18.20253 26.50070 -0.03
C 18.68815 17.75829 25.87493 0.00
C 16.90013 13.61934 26.21414 -0.04
H 19.73622 15.27494 25.94608 0.02
H 18.66646 14.70894 24.72326 0.05
H 19.43825 13.60994 25.78630 0.09
H 17.06464 14.83531 28.56768 0.13
H 18.55120 13.97333 28.57112 0.11
H 19.74349 16.24668 28.17808 0.10
H 18.91014 16.30624 29.66124 0.13
H 18.27865 18.21408 28.35400 0.11
H 16.94549 17.26218 28.76235 0.11
H 15.40679 17.77718 26.97566 0.08
H 16.43476 19.22697 26.74999 0.08
H 16.00789 18.20179 25.43015 0.08
H 18.52067 17.46157 24.86455 0.07
H 18.76691 18.83344 26.02038 0.09
H 19.58838 17.29148 26.23668 0.06
H 17.32110 12.69481 26.58253 0.08
H 16.86241 13.56186 25.12380 0.08
H 15.90121 13.72651 26.63234 0.07
H 15.88131 16.11483 24.68756 0.05
C 16.39857 21.03421 23.42724 -0.01
C 17.22427 21.10986 22.10970 -0.54
C 16.68933 22.13185 21.12466 -0.16
C 16.96933 23.52943 21.46474 -0.16
C 18.49050 23.71440 21.70704 -0.13
C 19.16518 22.71119 22.59119 -0.54
N 18.60893 21.32702 22.22199 -0.05
O 19.17427 20.40085 23.18359 -0.02
C 20.60436 22.68785 22.33818 -0.06
C 18.88659 23.15678 24.06853 -0.01
C 17.05823 19.73654 21.49497 -0.04
H 15.79619 21.95949 23.64004 0.09
H 17.00586 20.86509 24.29587 0.06
H 15.67215 20.22739 23.43710 0.06
H 17.25247 21.88897 20.22652 0.10
H 15.67200 21.99625 20.85807 0.11
H 16.39847 23.84842 22.29745 0.09
H 16.59772 24.23092 20.69406 0.11
H 18.76474 24.68161 22.09580 0.11
H 18.96436 23.57733 20.74247 0.11
H 21.16472 22.22891 23.14241 0.08
H 20.70327 22.11983 21.39484 0.10
H 21.03167 23.72481 22.22508 0.11
H 19.29054 24.24985 24.08864 0.12
H 17.86940 23.06983 24.42021 0.06
H 19.47722 22.48798 24.71503 0.08
H 16.00288 19.48093 21.44141 0.07
H 17.50624 18.93746 22.13212 0.08
H 17.52371 19.73990 20.46736 0.11
H 19.65547 19.80872 22.63871 0.07
C 16.53877 13.29861 15.11301 0.00
C 16.02835 12.37930 13.95307 -0.53
C 17.15684 11.52046 13.49440 -0.13
C 16.75101 10.23905 12.66210 -0.15
C 15.98084 9.29819 13.61661 -0.12
C 14.66714 10.06781 14.02038 -0.51
N 15.08679 11.38523 14.58954 -0.08
O 13.98809 12.11112 15.09733 -0.08
C 13.75944 10.10813 12.82657 -0.04
C 14.03174 9.25492 15.17243 -0.02
C 15.49961 13.16604 12.81881 -0.02
H 15.65461 13.70732 15.60296 0.06
H 17.12386 14.06053 14.63645 0.06
H 17.15473 12.61641 15.76946 0.09
H 17.94674 12.16780 13.10932 0.12
H 17.56202 11.10787 14.46283 0.10
H 17.65017 9.81806 12.17779 0.11
H 16.16282 10.57086 11.79493 0.08
H 16.67755 9.10921 14.44603 0.10
H 15.67250 8.27632 13.19658 0.15
H 14.34641 10.27559 11.92800 0.06
H 13.37394 9.08226 12.65746 0.10
H 12.88010 10.78580 12.92560 0.10
H 13.21897 9.77842 15.68176 0.08
H 13.58621 8.36050 14.75712 0.08
H 14.84318 9.13756 15.86534 0.06
H 14.61881 13.85601 13.08107 0.12
H 15.20328 12.64967 11.91355 0.08
H 16.21579 13.90336 12.61361 0.06
H 13.33851 12.33692 14.39257 0.11
C 17.61337 22.28095 14.75359 -0.02
C 17.60584 21.76595 16.19998 -0.49
C 18.10957 22.79122 17.24871 -0.13
C 17.21654 24.01791 17.46525 -0.16
C 15.76581 23.58442 17.76176 -0.13
C 15.24531 22.57123 16.70070 -0.51
N 16.24650 21.46352 16.66982 -0.05
O 15.68416 20.40663 15.83530 -0.04
C 13.99708 21.93924 17.26121 -0.05
C 14.85566 23.34866 15.44052 -0.03
C 18.46608 20.49254 16.43799 -0.03
H 17.04157 21.68608 14.11512 0.06
H 18.63459 22.24948 14.31085 0.09
H 17.33456 23.33312 14.69660 0.06
H 18.10704 22.22632 18.21350 0.11
H 19.15550 22.99900 17.12206 0.11
H 17.22752 24.62952 16.57360 0.09
H 17.53886 24.60343 18.32726 0.10
H 15.12545 24.47072 17.91539 0.13
H 15.71051 23.15950 18.76094 0.08
H 13.46148 21.35964 16.52152 0.07
H 14.22835 21.38548 18.16480 0.08
H 13.30922 22.79509 17.52856 0.10
H 13.98456 23.92214 15.63455 0.07
H 15.53914 24.14263 15.12292 0.07
H 14.72656 22.60235 14.67574 0.08
H 18.36388 20.17995 17.46288 0.06
H 19.52754 20.70279 16.34670 0.08
H 18.10925 19.62766 15.81167 0.09
H 15.54694 19.68438 16.42854 0.04
```

## Properties
Charge ... 0
Maximum force ... 4.7 eV Å⁻¹
HOMO-LUMO gap ... 8.152 eV
Calculated total energy ... -5527.65230 Eh